C5H13NO | ωB97M-V with the def2-TZVPD basis set

SMILES: CC/C=C(/C)N.O
ΔE to the lowest compared entry with this formula, charge and spin: 210.9 kJ/mol
LUMO energy: 0.8 eV
E_tot: -8931.8249 eV
molar mass: 103.165 g mol⁻¹

The geometry in ORCA input format:
```
! wB97M-V def2-TZVPD RIJCOSX def2/J DEFGRID3
* xyz 0 1
C 0.68 -2.65 1.03
C -0.54 -1.89 1.54
C -1.24 -1.27 0.36
C -1.53 0.05 0.17
C -1.87 0.67 -1.19
N -1.33 0.96 1.28
H 1.35 -1.87 0.47
H 1.31 -2.90 1.97
H 0.43 -3.52 0.47
H -0.06 -0.96 2.03
H -1.03 -2.49 2.23
H -1.47 -1.98 -0.55
H -1.19 1.51 -1.28
H -1.56 0.02 -2.03
H -2.86 1.13 -1.10
H -0.97 1.90 1.07
H -0.65 0.53 1.89
O 3.89 4.54 -2.86
H 4.78 4.67 -2.39
H 3.83 3.56 -3.13
*
```

These are the Löwdin partial charges, in e, on atoms 1 to 4: -0.14 -0.28 -0.12 -0.37